1.
122
Properties=species:S:1:pos:R:3:mulliken_charge:R:1 method="wB97M-V/def2-TZVPD" smiles=CCc1cccc2c1Sc1c(COO)cccc1N2.CCN(CC)CC.CCN(CC)CC.CCN(CC)CC.CCN(CC)CC e_lumo_ev=0.555 energy_ha=-2353.327765 max_force_ev_per_a=0.89 homo_energy_ev=-7.530
C 7.386 -1.151 -5.513 -1.01
C 6.549 -0.875 -6.785 -1.13
C 5.826 0.448 -6.665 0.36
C 6.422 1.594 -7.172 -0.72
C 5.790 2.821 -7.025 -0.82
C 4.576 2.897 -6.373 -0.54
C 3.965 1.761 -5.851 0.49
C 4.602 0.534 -5.999 0.60
S 3.911 -0.941 -5.292 -0.26
C 2.202 -0.478 -5.158 0.57
C 1.244 -1.487 -5.044 0.29
C 1.653 -2.946 -5.078 -1.18
O 2.093 -3.392 -6.359 -0.17
O 1.029 -3.151 -7.275 -0.39
C -0.092 -1.172 -4.867 -0.63
C -0.471 0.162 -4.811 -0.79
C 0.474 1.159 -4.927 -0.67
C 1.824 0.858 -5.104 0.50
N 2.738 1.932 -5.160 -0.29
H 8.316 -0.588 -5.573 0.36
H 6.837 -0.785 -4.645 0.33
H 7.595 -2.212 -5.391 0.31
H 5.828 -1.678 -6.943 0.40
H 7.192 -0.842 -7.665 0.47
H 7.378 1.534 -7.676 0.42
H 6.248 3.723 -7.410 0.38
H 4.094 3.862 -6.255 0.36
H 0.812 -3.566 -4.758 0.43
H 2.498 -3.120 -4.411 0.46
H 1.383 -2.422 -7.804 0.34
H -0.841 -1.947 -4.767 0.46
H -1.506 0.442 -4.656 0.39
H 0.168 2.197 -4.863 0.40
H 2.282 2.755 -5.530 0.24
C -1.104 -0.253 -0.936 -0.88
C -2.016 -1.348 -0.408 -0.53
N -3.423 -1.013 -0.530 0.84
C -4.297 -1.887 0.227 -0.46
C -4.377 -3.365 -0.174 -1.31
C -3.869 -0.653 -1.863 -0.67
C -3.680 -1.673 -2.992 -1.19
H -1.323 0.704 -0.458 -0.05
H -0.062 -0.505 -0.730 0.55
H -1.194 -0.128 -2.016 -0.03
H -1.801 -1.494 0.655 0.38
H -1.762 -2.297 -0.907 0.40
H -5.306 -1.462 0.213 0.46
H -3.973 -1.832 1.272 0.07
H -4.949 -3.510 -1.090 0.27
H -4.882 -3.929 0.613 0.46
H -3.389 -3.806 -0.310 0.25
H -3.354 0.271 -2.144 0.20
H -4.924 -0.376 -1.798 0.52
H -2.685 -2.122 -2.974 0.11
H -3.797 -1.177 -3.959 0.44
H -4.415 -2.476 -2.951 0.29
C -0.131 -1.389 4.058 -1.07
C -0.984 -0.566 5.012 -0.40
N -1.077 0.830 4.632 0.16
C -1.633 1.679 5.670 -0.71
C -3.090 1.448 6.090 -0.96
C -1.550 1.080 3.281 -1.11
C -2.917 0.512 2.880 0.41
H 0.858 -0.942 3.939 0.28
H -0.002 -2.397 4.455 0.42
H -0.587 -1.485 3.071 0.01
H -0.525 -0.605 6.004 0.61
H -1.969 -1.049 5.109 0.17
H -1.513 2.720 5.357 0.39
H -0.999 1.563 6.555 0.41
H -3.793 1.806 5.339 0.22
H -3.296 1.996 7.012 0.41
H -3.298 0.395 6.282 0.26
H -0.803 0.687 2.586 0.26
H -1.544 2.161 3.117 0.38
H -3.041 -0.524 3.202 0.24
H -3.012 0.527 1.790 -0.57
H -3.743 1.096 3.284 0.19
C -3.148 5.455 -2.945 -1.58
C -3.510 4.200 -2.165 -0.19
N -3.755 4.453 -0.757 0.18
C -3.805 3.242 0.043 -0.72
C -4.935 2.243 -0.223 -0.71
C -4.764 5.456 -0.463 -0.75
C -6.175 5.244 -1.027 -0.97
H -2.306 5.970 -2.480 0.36
H -2.863 5.186 -3.964 0.45
H -3.983 6.152 -3.015 0.32
H -2.671 3.501 -2.227 0.39
H -4.360 3.706 -2.663 0.21
H -3.823 3.529 1.099 0.34
H -2.852 2.722 -0.102 0.24
H -5.893 2.586 0.169 0.32
H -4.700 1.297 0.272 0.15
H -5.052 2.031 -1.286 0.18
H -4.394 6.420 -0.821 0.42
H -4.821 5.560 0.624 0.35
H -6.153 4.947 -2.077 0.25
H -6.739 6.176 -0.963 0.38
H -6.732 4.490 -0.473 0.27
C 4.614 -3.285 9.139 -1.40
C 4.801 -3.574 7.657 -0.37
N 3.547 -3.661 6.931 0.15
C 3.686 -4.223 5.598 -0.67
C 4.504 -3.440 4.563 -0.94
C 2.672 -2.508 7.046 -0.67
C 3.218 -1.140 6.618 -0.94
H 3.939 -4.012 9.593 0.33
H 5.576 -3.347 9.650 0.43
H 4.215 -2.286 9.316 0.28
H 5.303 -4.540 7.555 0.46
H 5.487 -2.823 7.234 0.27
H 2.683 -4.399 5.199 0.34
H 4.136 -5.214 5.712 0.40
H 3.971 -2.562 4.200 0.17
H 4.703 -4.077 3.699 0.41
H 5.466 -3.118 4.962 0.27
H 2.346 -2.435 8.087 0.31
H 1.759 -2.720 6.483 0.29
H 4.220 -0.953 7.005 0.33
H 2.569 -0.351 7.004 0.36
H 3.244 -1.031 5.535 0.17

---

2.
15
Properties=species:S:1:pos:R:3:lowdin_spin:R:1 method="wB97M-V/def2-TZVPD" e_lumo_ev="-3.948 / -9.468" energy_ha=-436.705361 max_force_ev_per_a=4.50 multiplicity=2 homo_energy_ev="-14.455 / -14.422" total_charge=+1
O -1.516 1.451 1.116 0.01
C -0.426 0.943 1.071 0.06
O 0.225 0.280 2.067 0.02
C 0.173 0.541 -0.296 0.08
C -0.213 -0.938 -0.477 0.02
C 0.903 -1.985 -0.199 0.00
O 2.007 -1.589 -0.451 0.00
N -0.260 1.530 -1.340 0.75
H -0.348 0.306 2.846 0.00
H 1.294 0.558 -0.524 0.00
H -1.128 -1.230 -0.071 0.00
H -0.379 -0.984 -1.548 0.00
H 0.544 -2.920 0.206 0.00
H -1.311 1.681 -1.227 0.02
H 0.436 2.357 -1.174 0.02

---

3.
79
Properties=species:S:1:pos:R:3:mulliken_charge:R:1 method="wB97M-V/def2-TZVPD" e_lumo_ev=-1.347 energy_ha=-2540.298207 max_force_ev_per_a=5.63 homo_energy_ev=-4.965
C 2.718 0.094 4.417 -1.37
C 2.335 1.320 3.724 1.07
C 3.141 2.462 3.656 -1.04
C 2.708 3.403 2.771 -0.71
C 1.689 2.960 1.814 1.01
B 2.718 -1.751 0.465 1.30
C 0.632 4.052 1.573 0.83
C -0.742 3.785 1.607 -0.25
C -1.665 4.715 1.120 -0.56
C -1.216 5.997 0.764 0.06
Cl -2.297 7.131 0.018 -0.21
C 0.104 6.350 1.012 -0.94
C 0.996 5.403 1.519 -0.27
O 3.683 -1.686 1.444 -0.56
C 3.870 -3.104 1.656 1.24
C 5.035 -3.600 0.762 -1.84
C 4.386 -3.375 3.057 -1.77
C 2.415 -3.723 1.330 1.73
C 2.388 -4.850 0.303 -1.81
C 1.565 -4.011 2.550 -1.94
O 1.711 -2.638 0.693 -0.76
S 0.918 1.508 2.856 -0.47
H 3.065 -0.693 3.720 0.15
H 3.550 0.292 5.089 0.46
H 1.861 -0.183 5.038 0.42
H 4.061 2.575 4.212 0.37
H 3.044 4.423 2.711 0.34
H -1.124 2.832 1.989 0.32
H -2.725 4.439 1.058 0.39
H 0.401 7.387 0.830 0.43
H 1.972 5.759 1.837 0.47
H 5.099 -4.692 0.971 0.48
H 4.883 -3.421 -0.319 0.18
H 6.006 -3.133 1.056 0.39
H 4.479 -4.473 3.182 0.38
H 5.411 -2.973 3.197 0.47
H 3.703 -2.966 3.813 0.33
H 2.749 -5.774 0.769 0.42
H 1.336 -4.955 0.008 0.42
H 2.984 -4.637 -0.601 0.27
H 1.817 -4.919 3.098 0.35
H 1.631 -3.141 3.208 0.33
H 0.534 -4.075 2.203 0.47
C -3.091 4.254 -2.212 -0.56
O -2.758 2.921 -1.675 -0.41
C -1.445 2.541 -1.624 0.41
C -1.220 1.395 -0.835 -1.43
C 0.003 1.270 -0.217 -0.61
C 0.997 2.232 -0.384 0.84
C 2.236 2.229 0.576 1.52
C 3.552 3.035 0.279 0.09
C 4.735 2.277 0.268 -0.32
C 5.975 2.924 0.223 -0.75
C 6.002 4.319 0.139 -1.06
C 4.809 5.040 0.035 -1.32
C 3.571 4.406 0.067 0.04
C 4.316 0.901 -0.032 1.31
C 2.937 0.752 0.116 -0.56
C 2.461 -0.541 -0.502 0.76
C 3.312 -1.234 -1.516 -1.30
C 4.687 -1.044 -1.459 -0.82
C 5.182 -0.068 -0.580 -1.29
C 0.861 3.208 -1.357 -0.46
C -0.378 3.407 -1.960 -0.67
H -4.187 4.305 -2.139 0.23
H -2.652 5.081 -1.608 0.12
H -2.750 4.343 -3.265 0.34
H -2.022 0.732 -0.525 0.41
H 0.259 0.403 0.391 0.60
H 6.860 2.297 0.181 0.44
H 6.977 4.806 0.101 0.37
H 4.845 6.118 -0.085 0.45
H 2.630 4.943 -0.084 0.59
H 1.402 -0.602 -0.725 0.27
H 2.805 -1.716 -2.357 0.48
H 5.354 -1.570 -2.165 0.40
H 6.254 0.031 -0.410 0.35
H 1.730 3.804 -1.633 0.57
H -0.544 4.327 -2.508 0.40